Entry 1:
A structure of composition C31H27BrCoN10O5 in a non-equilibrium geometry. Source: OMol25; level of theory: ωB97M-V/def2-TZVPD.

* HOMO: -0.406 hartree
* LUMO: -3.73 eV

Structure (ORCA input):
```
! wB97M-V def2-TZVPD RIJCOSX def2/J DEFGRID3
* xyz 1 1
Co 0.0038 0.0538 -0.3442
C -3.9306 0.9360 3.4364
N -3.1572 0.5366 2.2583
C -1.8649 0.6893 1.9962
N -1.6091 0.2322 0.7832
C -2.8275 -0.1989 0.3358
N -3.7830 -0.0232 1.2047
C -4.3645 2.3796 3.3671
C -5.7009 2.7509 3.3905
C -6.0511 4.0966 3.3340
C -5.0778 5.0779 3.2476
C -3.7368 4.7048 3.2241
C -3.3926 3.3621 3.2872
C -2.6605 5.6868 3.1303
N -2.6875 6.9694 3.0416
N -1.3625 7.3860 2.9637
C -0.6432 6.3210 3.0116
O -1.3948 5.1995 3.1200
C 0.8034 6.1411 2.9368
C 1.6596 7.2291 2.7891
C 3.0218 7.0108 2.6762
C 3.5339 5.7181 2.6962
C 2.6824 4.6346 2.8563
C 3.2064 3.2194 2.8485
N 2.6208 2.4494 1.7486
C 1.6095 1.5902 1.7623
N 1.3189 1.2498 0.5138
C 2.2147 1.9542 -0.2389
N 3.0117 2.6922 0.4805
C 1.3207 4.8532 2.9828
H -3.3112 0.7509 4.3142
H -4.7815 0.2609 3.4704
H -1.1573 1.0972 2.6949
H -2.9824 -0.6440 -0.6311
H -6.4733 1.9938 3.4477
H -7.0950 4.3782 3.3545
H -5.3418 6.1257 3.1973
H -2.3451 3.0918 3.2807
H 1.2484 8.2290 2.7568
H 3.6920 7.8509 2.5561
H 4.5989 5.5578 2.5817
H 2.9686 2.6852 3.7687
H 4.2851 3.2027 2.7111
H 1.1393 1.2244 2.6594
H 2.2583 1.9092 -1.3134
H 0.6432 4.0159 3.0987
C 3.0883 -2.2320 -2.0242
C 2.0033 -1.6280 -1.2088
N 1.3504 -0.5766 -1.5440
O 1.6639 0.0462 -2.7336
C 1.5612 -2.1755 0.0467
C 2.0817 -3.4364 0.6521
N 0.6040 -1.4758 0.6213
O 0.0891 -1.7291 1.7168
H 3.5902 -1.4759 -2.6215
H 2.6630 -2.9722 -2.7059
H 3.8064 -2.7358 -1.3822
H 0.7914 0.3263 -3.0574
H 2.2649 -4.1854 -0.1176
H 1.3538 -3.8243 1.3605
H 3.0198 -3.2683 1.1870
Br -5.7121 0.2833 -4.8472
C -4.4727 1.4561 -4.0364
C -4.6198 2.8262 -4.1935
C -3.7095 3.6862 -3.5931
C -2.6675 3.1813 -2.8350
C -2.5293 1.8038 -2.6913
C -3.4278 0.9323 -3.2974
C -1.4240 1.2734 -1.8633
O -0.7790 1.9473 -1.0400
O -1.0823 0.0395 -1.9813
H -5.4392 3.2158 -4.7814
H -3.8224 4.7544 -3.7184
H -1.9605 3.8375 -2.3459
H -3.3035 -0.1373 -3.2013
*
```

Results of the Löwdin charge analysis, in e, for atoms 1 through 5: atom 1 (Co): 0.6439, atom 2 (C): -0.0516, atom 3 (N): -0.0871, atom 4 (C): -0.0845, atom 5 (N): 0.0301

***

Entry 2:
A structure of composition C31H27F5GeO5PScTe. Source: OMol25; level of theory: ωB97M-V/def2-TZVPD.

* ΔE to the lowest compared entry with this formula, charge and spin: 1.501 eV
* <S²>: 0.76
* HOMO (spin up / spin down): -0.397 / -0.397 hartree
* LUMO (spin up / spin down): -4.03 / -4.49 eV

Structure (ORCA input):
```
! wB97M-V def2-TZVPD RIJCOSX def2/J DEFGRID3
* xyz 1 2
Sc -0.3775 2.3293 -1.3135
O -1.5260 0.5856 2.3403
C -1.4461 0.8106 1.1776
O -0.2990 1.3049 0.5893
C -2.5847 0.5946 0.2006
P -1.9794 0.2300 -1.4922
C -3.4202 0.1292 -2.5631
C -3.7237 1.2204 -3.3748
C -4.8362 1.1776 -4.2005
C -5.6379 0.0457 -4.2195
C -5.3331 -1.0460 -3.4158
C -4.2241 -1.0093 -2.5875
C -1.2555 -1.4203 -1.3870
C -1.3039 -2.1920 -0.2290
C -0.6776 -3.4308 -0.1974
C -0.0075 -3.9018 -1.3160
C 0.0413 -3.1336 -2.4748
C -0.5745 -1.8948 -2.5099
H -3.1577 1.5250 0.1316
H -3.2562 -0.1638 0.6010
H -3.0956 2.1037 -3.3659
H -5.0721 2.0241 -4.8310
H -6.5027 0.0111 -4.8685
H -5.9593 -1.9275 -3.4373
H -3.9794 -1.8660 -1.9705
H -1.8142 -1.8448 0.6613
H -0.7217 -4.0250 0.7069
H 0.4768 -4.8689 -1.2887
H 0.5640 -3.4994 -3.3486
H -0.5226 -1.2930 -3.4105
F -0.1943 2.6992 -3.5129
Te 1.7428 2.3933 -3.5888
F 1.2841 0.5909 -3.5530
F 2.0322 4.1897 -3.8334
F 3.5216 1.9995 -3.7060
F 1.5345 2.2730 -5.4015
O 1.5772 2.5469 -1.7824
C 1.6180 3.3423 1.5922
Ge 1.4036 1.4179 1.6491
C 2.5641 0.5353 0.3868
C 3.8615 1.0393 0.2895
C 4.7602 0.4969 -0.6170
C 4.3634 -0.5426 -1.4469
C 3.0724 -1.0427 -1.3639
C 2.1768 -0.5108 -0.4471
C 1.1577 0.7471 3.4304
C 1.1336 1.7026 4.4171
C 0.9987 1.3427 5.7759
C 0.8889 0.0288 6.1189
C 0.9109 -0.9886 5.1319
C 0.7932 -2.3545 5.4868
C 0.8105 -3.3303 4.5319
C 0.9402 -2.9788 3.1727
C 1.0486 -1.6676 2.8029
C 1.0468 -0.6343 3.7696
H 2.4838 3.6469 2.1800
H 0.7356 3.8355 2.0000
H 1.7857 3.6765 0.5673
H 4.1811 1.8685 0.9121
H 5.7655 0.8915 -0.6812
H 5.0611 -0.9613 -2.1600
H 2.7572 -1.8491 -2.0138
H 1.1707 -0.9180 -0.4021
H 1.2172 2.7544 4.1734
H 0.9847 2.1139 6.5340
H 0.7809 -0.2606 7.1572
H 0.6879 -2.6104 6.5339
H 0.7257 -4.3713 4.8137
H 0.9660 -3.7556 2.4171
H 1.1516 -1.4187 1.7545
O -2.1155 3.4768 -1.2259
O -1.1799 4.0109 -0.4696
*
```

Results of the Löwdin charge analysis, in e, for atoms 1 through 5: atom 1 (Sc): 0.9212, atom 2 (O): 0.1660, atom 3 (C): -0.5682, atom 4 (O): -0.2754, atom 5 (C): -0.2055

***

Entry 3:
A structure of composition C31H27FeN7O2P. Source: OMol25; level of theory: ωB97M-V/def2-TZVPD.

* ΔE to the lowest compared entry with this formula, charge and spin: 0.000 eV
* HOMO (spin up / spin down): -0.406 / -0.406 hartree
* LUMO (spin up / spin down): -2.16 / -2.16 eV

Structure (ORCA input):
```
! wB97M-V def2-TZVPD RIJCOSX def2/J DEFGRID3
* xyz 1 1
Fe 0.2649 -1.1023 0.4414
N 2.0405 -2.8341 1.4895
C 2.1733 -1.7017 2.3207
C 2.8743 -1.7493 3.5182
C 2.9271 -0.6011 4.2815
C 2.3024 0.5534 3.8237
C 1.6242 0.5047 2.6261
N 1.5442 -0.6122 1.8892
C 2.4544 -2.7526 0.1408
C 3.3559 -3.6790 -0.3669
C 3.7536 -3.5583 -1.6820
C 3.2680 -2.4956 -2.4321
C 2.3633 -1.6364 -1.8510
N 1.9182 -1.7720 -0.5896
H 2.3524 -3.6848 1.9339
H 3.3688 -2.6595 3.8289
H 3.4642 -0.5997 5.2206
H 2.3328 1.4729 4.3891
H 1.1093 1.3698 2.2319
H 3.7401 -4.4646 0.2696
H 4.4488 -4.2682 -2.1091
H 3.5679 -2.3389 -3.4576
H 1.9518 -0.8155 -2.4179
O -1.2983 -3.0288 -2.6138
C -0.9723 -2.0154 -2.0290
O -1.0360 -1.8786 -0.7372
C -0.4866 -0.8268 -2.8647
C -0.4109 -1.0424 -4.2381
C 0.0501 -0.0594 -5.0983
C 0.4391 1.1734 -4.5951
C 0.3567 1.4126 -3.2320
C -0.0953 0.4226 -2.3617
P -0.2503 0.7673 -0.5798
C -1.9486 1.4244 -0.5439
C -2.2121 2.7171 -1.0031
C -3.5147 3.1783 -1.0909
C -4.5722 2.3471 -0.7443
C -4.3211 1.0482 -0.3338
C -3.0157 0.5847 -0.2406
C 0.8537 2.1647 -0.2119
C 2.1887 2.0447 -0.6066
C 3.1328 2.9730 -0.2029
C 2.7602 4.0274 0.6227
C 1.4443 4.1438 1.0396
C 0.4944 3.2161 0.6281
H -0.7193 -2.0109 -4.6071
H 0.1017 -0.2549 -6.1614
H 0.7992 1.9496 -5.2576
H 0.6539 2.3784 -2.8429
H -1.4006 3.3662 -1.3063
H -3.7064 4.1832 -1.4432
H -5.5897 2.7074 -0.8194
H -5.1441 0.3838 -0.1024
H -2.8150 -0.4440 0.0145
H 2.4922 1.2158 -1.2360
H 4.1603 2.8751 -0.5279
H 3.4967 4.7533 0.9410
H 1.1498 4.9588 1.6878
H -0.5256 3.3112 0.9764
N -5.2061 -1.2136 3.8746
C -4.1556 -1.3819 3.0641
N -4.2953 -2.1530 1.9752
N -3.0304 -0.7624 3.3940
C -2.0315 -0.9254 2.5769
N -1.1642 -1.1150 1.8347
H -6.0869 -1.6683 3.7214
H -5.0858 -0.6308 4.6842
H -5.1673 -2.5954 1.7470
H -3.5159 -2.2956 1.3506
*
```

Results of the Löwdin charge analysis, in e, for atoms 1 through 5: atom 1 (Fe): 0.3222, atom 2 (N): 0.1237, atom 3 (C): -0.2841, atom 4 (C): 0.0123, atom 5 (C): -0.0364

***

Entry 4:
A structure of composition C31H27GeN3OSTl in a non-equilibrium geometry. Source: OMol25; level of theory: ωB97M-V/def2-TZVPD.

* ΔE to the lowest compared entry with this formula, charge and spin: 0.391 eV
* HOMO: -0.108 hartree
* LUMO: 2.37 eV

Structure (ORCA input):
```
! wB97M-V def2-TZVPD RIJCOSX def2/J DEFGRID3
* xyz -1 1
Tl 0.2786 0.0622 0.6678
S 4.4105 1.7790 -0.7591
C 4.4503 0.0690 -0.8170
C 3.2392 -0.4754 -0.5013
C 2.2349 0.4909 -0.2060
C 2.7433 1.7588 -0.3051
C 1.9857 2.9812 -0.0395
C 2.5402 4.2601 -0.1040
C 1.7183 5.3462 0.1317
C 0.3766 5.1451 0.4294
C -0.0874 3.8394 0.4876
N 0.6940 2.7950 0.2619
H 5.3606 -0.4510 -1.0682
H 3.0692 -1.5431 -0.4550
H 3.5853 4.4066 -0.3361
H 2.1251 6.3491 0.0847
H -0.2905 5.9730 0.6220
H -1.1168 3.6161 0.7440
O -3.4067 0.0750 0.3633
H -2.7732 0.7886 0.5275
H -3.0594 -0.5426 1.0270
N -0.8311 -3.2396 -0.4040
C -0.9018 -4.4881 -0.8956
C 0.0841 -4.5895 -1.8528
C 0.6929 -3.3235 -1.8613
N 0.1354 -2.5213 -0.9716
H -1.3923 -2.8192 0.3257
H -1.6353 -5.1819 -0.5234
H 0.3186 -5.4504 -2.4521
H 1.5145 -2.9622 -2.4546
C -0.6389 0.0331 2.5283
Ge -0.4696 -1.7783 3.1207
C 1.2704 -2.6802 2.6741
C 2.4028 -1.9633 3.0751
C 3.6856 -2.3750 2.7611
C 3.8840 -3.5273 2.0124
C 2.7816 -4.2513 1.5917
C 1.4991 -3.8319 1.9270
C -0.4559 -1.6390 5.0930
C -0.3553 -2.7390 5.9373
C -0.3552 -2.5909 7.3164
C -0.4541 -1.3248 7.8746
C -0.5529 -0.2172 7.0461
C -0.5551 -0.3768 5.6670
C -1.9708 -3.0598 2.7756
C -3.2411 -2.4791 2.7273
C -4.3812 -3.2222 2.4691
C -4.2826 -4.5876 2.2452
C -3.0374 -5.1928 2.3107
C -1.9040 -4.4364 2.5810
H 2.2716 -1.0399 3.6293
H 4.5343 -1.7855 3.0879
H 4.8867 -3.8483 1.7554
H 2.9103 -5.1448 0.9906
H 0.6697 -4.4184 1.5509
H -0.2732 -3.7353 5.5143
H -0.2777 -3.4622 7.9569
H -0.4535 -1.2031 8.9520
H -0.6299 0.7748 7.4749
H -0.6394 0.4851 5.0141
H -3.3234 -1.4069 2.8854
H -5.3452 -2.7293 2.4328
H -5.1698 -5.1692 2.0278
H -2.9421 -6.2622 2.1601
H -0.9565 -4.9573 2.6608
*
```

Results of the Löwdin charge analysis, in e, for atoms 1 through 5: atom 1 (Tl): 0.7899, atom 2 (S): 0.9935, atom 3 (C): -0.4301, atom 4 (C): -0.2244, atom 5 (C): -0.3382